# 1
{
  "formula": "C42H52AsF4LaN4O9PS2Si",
  "method": "wB97M-V/def2-TZVPD",
  "lumo_ev": 1.53,
  "homo_ev": -4.67,
  "orbital_gap_ha": 0.2279,
  "charge": -1,
  "species": ["La", "C", "Si", "C", "C", "N", "C", "C", "C", "C", "C", "C", "F", "H", "H", "H", "H", "H", "H", "H", "H", "H", "H", "H", "H", "H", "C", "C", "C", "P", "C", "C", "C", "C", "C", "C", "C", "C", "C", "C", "N", "C", "C", "C", "C", "C", "C", "C", "C", "C", "H", "H", "H", "H", "H", "H", "H", "H", "H", "H", "H", "H", "H", "H", "H", "H", "H", "H", "H", "H", "H", "H", "H", "H", "H", "H", "H", "H", "H", "H", "H", "O", "As", "O", "O", "C", "C", "C", "C", "C", "C", "S", "O", "O", "O", "H", "H", "H", "H", "H", "O", "N", "S", "C", "C", "N", "C", "H", "H", "H", "F", "C", "F", "F", "C", "O", "O"],
  "coordinates": [[14.732, 14.591, 10.195], [15.875, 14.408, 13.371], [17.446, 15.189, 12.613], [18.988, 14.282, 12.889], [17.415, 16.885, 13.494], [17.158, 15.205, 10.886], [18.042, 15.406, 9.893], [19.232, 16.169, 9.977], [20.079, 16.381, 8.916], [19.774, 15.885, 7.673], [18.624, 15.120, 7.468], [17.805, 14.914, 8.567], [16.611, 14.317, 8.352], [15.992, 14.130, 14.397], [15.517, 13.569, 12.719], [15.120, 15.273, 13.295], [19.260, 14.153, 13.958], [19.792, 14.828, 12.449], [18.949, 13.263, 12.481], [17.593, 16.825, 14.567], [16.417, 17.324, 13.320], [18.051, 17.571, 12.987], [19.540, 16.633, 10.938], [21.023, 16.968, 9.030], [20.439, 15.988, 6.812], [18.199, 14.729, 6.497], [12.799, 18.150, 14.459], [13.415, 19.318, 13.705], [14.468, 19.976, 14.626], [14.136, 18.703, 12.071], [12.659, 18.995, 10.949], [12.333, 20.396, 10.579], [11.428, 18.272, 11.566], [11.168, 14.640, 10.909], [9.818, 15.045, 10.982], [8.866, 14.300, 11.617], [7.559, 14.954, 11.881], [9.223, 12.975, 12.040], [10.490, 12.583, 12.158], [11.598, 13.390, 11.595], [12.857, 13.029, 11.535], [13.167, 11.753, 12.163], [13.194, 10.566, 11.384], [12.619, 10.476, 10.023], [13.654, 9.393, 12.024], [14.112, 9.328, 13.352], [14.765, 8.083, 13.969], [13.941, 10.471, 14.094], [13.435, 11.670, 13.532], [13.124, 12.777, 14.464], [12.742, 18.341, 15.522], [13.355, 17.227, 14.345], [11.782, 17.928, 14.135], [12.691, 20.146, 13.488], [15.367, 19.386, 14.721], [13.945, 20.132, 15.591], [14.822, 20.969, 14.296], [12.886, 18.423, 10.061], [12.177, 21.034, 11.477], [11.363, 20.390, 10.059], [13.055, 20.914, 9.954], [11.117, 18.837, 12.440], [11.592, 17.235, 11.840], [10.579, 18.330, 10.874], [9.557, 16.049, 10.594], [7.307, 15.651, 11.105], [7.574, 15.557, 12.779], [6.708, 14.289, 11.973], [8.388, 12.332, 12.329], [10.805, 11.600, 12.546], [13.156, 11.203, 9.364], [11.529, 10.825, 10.041], [12.624, 9.472, 9.639], [13.608, 8.429, 11.547], [15.277, 8.376, 14.874], [15.402, 7.612, 13.249], [13.976, 7.385, 14.266], [14.179, 10.445, 15.171], [12.024, 12.914, 14.496], [13.572, 13.688, 14.072], [13.514, 12.516, 15.482], [16.915, 17.619, 7.530], [15.170, 17.786, 7.793], [14.387, 17.654, 6.347], [14.792, 16.803, 9.142], [14.960, 19.707, 8.285], [14.125, 20.346, 7.343], [13.966, 21.740, 7.432], [14.671, 22.533, 8.308], [15.420, 21.888, 9.270], [15.535, 20.474, 9.249], [16.335, 19.907, 10.722], [17.301, 20.872, 11.116], [15.083, 20.083, 11.743], [16.692, 18.534, 10.610], [17.359, 17.171, 8.278], [13.593, 19.802, 6.589], [13.219, 22.173, 6.744], [14.610, 23.607, 8.291], [15.829, 22.397, 10.132], [11.670, 16.193, 9.365], [12.058, 15.211, 10.042], [13.813, 14.201, 5.406], [14.185, 12.601, 5.918], [14.172, 12.605, 7.274], [13.936, 13.821, 7.890], [13.685, 14.728, 6.987], [14.469, 11.805, 5.215], [14.496, 11.781, 7.925], [13.459, 15.785, 7.163], [16.714, 11.545, 12.487], [17.027, 10.918, 11.356], [17.304, 9.625, 11.528], [18.254, 11.363, 10.978], [16.008, 11.166, 10.232], [15.583, 10.243, 9.566], [15.668, 12.402, 10.165]]
}

# 2
{
  "formula": "C42H52BrF4GeN9ORbS3Si3",
  "method": "wB97M-V/def2-TZVPD",
  "lumo_ev": [2.71, 2.52],
  "homo_ev": [-2.11, -2.11],
  "orbital_gap_ha": [0.1771, 0.1701],
  "charge": -2,
  "spin_multiplicity": 2,
  "e_above_lowest_ev": 0.000,
  "species": ["Rb", "C", "C", "N", "C", "C", "C", "C", "N", "C", "C", "F", "C", "F", "C", "C", "F", "C", "F", "H", "H", "H", "H", "H", "H", "H", "H", "H", "H", "H", "H", "H", "H", "H", "O", "C", "C", "C", "N", "C", "Br", "C", "H", "H", "H", "H", "S", "C", "C", "N", "C", "S", "C", "N", "S", "N", "C", "C", "C", "C", "C", "N", "C", "C", "N", "C", "C", "C", "C", "C", "N", "H", "H", "H", "H", "H", "H", "C", "Si", "C", "C", "Ge", "Si", "C", "C", "C", "Si", "C", "C", "C", "H", "H", "H", "H", "H", "H", "H", "H", "H", "H", "H", "H", "H", "H", "H", "H", "H", "H", "H", "H", "H", "H", "H", "H", "H", "H", "H"],
  "coordinates": [[-0.014, -0.782, -1.528], [0.233, -5.747, -0.436], [1.141, -4.844, 0.380], [0.845, -3.431, 0.226], [-0.534, -3.103, 0.576], [-0.989, -3.392, 2.001], [1.851, -2.575, 0.839], [3.091, -2.385, -0.037], [2.719, -1.753, -1.282], [3.587, -1.677, -2.263], [3.135, -1.208, -3.547], [1.808, -0.924, -3.673], [3.933, -1.056, -4.643], [3.373, -0.610, -5.797], [5.293, -1.352, -4.630], [5.770, -1.815, -3.416], [7.091, -2.111, -3.313], [4.990, -1.978, -2.295], [5.623, -2.396, -1.162], [0.623, -6.767, -0.442], [0.161, -5.399, -1.468], [-0.780, -5.794, -0.035], [2.176, -4.996, 0.062], [1.105, -5.151, 1.443], [-1.190, -3.623, -0.127], [-0.676, -2.038, 0.380], [-0.880, -4.448, 2.258], [-2.041, -3.132, 2.114], [-0.429, -2.796, 2.722], [2.166, -2.957, 1.828], [1.410, -1.591, 1.035], [3.580, -3.357, -0.188], [3.805, -1.787, 0.551], [5.924, -1.229, -5.494], [-7.153, 0.931, -2.787], [-5.826, 0.646, -2.699], [-5.295, -0.576, -3.093], [-3.937, -0.773, -2.935], [-3.106, 0.148, -2.444], [-3.639, 1.296, -2.088], [-2.459, 2.576, -1.338], [-4.984, 1.619, -2.184], [-7.624, 0.136, -3.057], [-5.918, -1.378, -3.468], [-3.500, -1.737, -3.168], [-5.364, 2.572, -1.851], [-2.918, -4.387, -2.476], [-3.646, -4.918, -1.075], [-3.735, -6.345, -0.875], [-3.791, -7.490, -0.760], [-4.195, -4.098, -0.045], [-4.224, -2.435, -0.039], [-4.788, -4.796, 1.072], [-5.283, -5.319, 1.971], [3.120, 5.853, -5.792], [3.502, 5.240, -4.345], [2.653, 4.254, -4.110], [2.615, 3.433, -2.918], [3.545, 3.560, -1.887], [3.422, 2.746, -0.789], [2.354, 1.846, -0.730], [1.473, 1.715, -1.705], [1.606, 2.469, -2.799], [0.659, 2.227, -3.916], [-0.210, 1.221, -3.783], [-1.017, 0.957, -4.793], [-1.031, 1.675, -5.990], [-0.147, 2.719, -6.134], [0.723, 3.002, -5.084], [1.719, 4.052, -5.164], [1.877, 4.889, -6.176], [4.342, 4.287, -1.973], [4.122, 2.797, 0.033], [2.202, 1.217, 0.143], [-1.703, 0.131, -4.646], [-1.721, 1.400, -6.775], [-0.102, 3.310, -7.040], [3.071, 0.138, 3.824], [1.245, 0.325, 4.339], [0.800, -1.361, 5.085], [1.319, 1.496, 5.836], [-0.128, 0.892, 2.472], [-2.274, 0.970, 3.508], [-3.491, 1.923, 2.407], [-3.026, -0.758, 3.695], [-2.471, 1.725, 5.243], [0.304, 3.243, 2.573], [-0.366, 4.127, 1.027], [-0.388, 4.306, 3.996], [2.163, 3.671, 2.557], [3.570, -0.593, 4.469], [3.616, 1.079, 3.918], [3.172, -0.204, 2.793], [1.493, -1.565, 5.909], [0.894, -2.173, 4.365], [-0.217, -1.381, 5.483], [2.009, 1.100, 6.590], [0.341, 1.620, 6.302], [1.673, 2.489, 5.546], [-3.585, 1.427, 1.439], [-3.161, 2.949, 2.219], [-4.481, 1.961, 2.869], [-3.283, -1.190, 2.727], [-3.945, -0.690, 4.285], [-2.353, -1.453, 4.199], [-2.149, 2.766, 5.296], [-1.885, 1.163, 5.973], [-3.521, 1.670, 5.547], [-1.458, 4.130, 0.999], [-0.006, 3.624, 0.127], [-0.021, 5.167, 1.003], [-1.477, 4.390, 3.923], [0.031, 5.314, 3.927], [-0.154, 3.899, 4.982], [2.534, 3.661, 1.534], [2.778, 2.988, 3.142], [2.311, 4.683, 2.946]]
}

Max |F| (computed, eV Å⁻¹): 2.641 0.557